1.
The following is a DFT calculation (ωB97M-V/def2-TZVPD) of C32H28N2O5 in the gas phase.

Atoms and positions in Å:
C1 -3.70144 -6.80936 -1.08965
O1 -2.63114 -6.92250 -0.18370
C2 -1.68391 -5.94518 -0.16827
C3 -1.68517 -4.81749 -0.98210
C4 -0.66034 -3.89297 -0.88088
C5 0.37169 -4.06209 0.02904
C6 1.47700 -3.04436 0.11452
O2 0.89609 -1.75429 0.11596
C7 1.70805 -0.67188 0.14969
C8 3.08008 -0.70018 0.19558
C9 3.80034 0.51709 0.21532
C10 5.27045 0.51672 0.26615
C11 5.99224 -0.51513 0.86709
C12 7.37076 -0.46310 0.89359
C13 8.05944 0.59839 0.32815
C14 7.34942 1.63744 -0.26460
O3 7.91276 2.73347 -0.84580
C15 9.31330 2.85425 -0.83873
C16 5.95796 1.58771 -0.28691
N1 3.21578 1.69050 0.17430
C17 1.87477 1.75200 0.13346
C18 1.24912 3.01597 0.09745
C19 -0.11082 3.13212 0.05864
C20 -0.92398 1.98030 0.05475
N2 -2.31799 2.04965 0.02886
C21 -3.13421 3.14386 -0.05940
O4 -2.74262 4.28672 -0.17903
C22 -4.58646 2.81013 -0.01881
C23 -5.10982 1.73858 0.69480
C24 -6.47250 1.49808 0.71995
C25 -7.34155 2.33018 0.02015
O5 -8.68931 2.18074 -0.03189
C26 -9.28262 1.11574 0.67153
C27 -6.82007 3.41765 -0.68706
C28 -5.46638 3.65640 -0.69510
C29 -0.34098 0.73129 0.08862
C30 1.05267 0.59488 0.12697
C31 0.36413 -5.18568 0.84683
C32 -0.64535 -6.11876 0.74799
H1 -4.29909 -5.91243 -0.89677
H2 -3.35148 -6.79719 -2.12695
H3 -4.31767 -7.69256 -0.92913
H4 -2.47270 -4.64930 -1.69977
H5 -0.66651 -3.01991 -1.51590
H6 2.14800 -3.14860 -0.75296
H7 2.06530 -3.19860 1.02907
H8 3.62425 -1.62998 0.18994
H9 5.48179 -1.34112 1.33809
H10 7.92898 -1.25986 1.36396
H11 9.13753 0.60430 0.36290
H12 9.79221 2.03691 -1.38854
H13 9.71039 2.88710 0.18133
H14 9.53051 3.79720 -1.33823
H15 5.40759 2.39536 -0.74020
H16 1.88135 3.88940 0.10337
H17 -0.58257 4.10007 0.02942
H18 -2.77410 1.14793 0.04406
H19 -4.46601 1.09292 1.27628
H20 -6.84441 0.66412 1.29440
H21 -10.35189 1.19923 0.48444
H22 -9.09751 1.19211 1.74769
H23 -8.92717 0.14613 0.30813
H24 -7.50620 4.06080 -1.21452
H25 -5.05852 4.50234 -1.22675
H26 -0.94674 -0.16391 0.08959
H27 1.15720 -5.33386 1.56512
H28 -0.65750 -6.99577 1.37531

## Properties
Energy relative to the best compared isomer or geometry (same formula, charge and spin) ... 0.630 eV
Orbital gap ... 0.2962 Ha
Calculated total energy ... -1721.9347 hartree
Max |F| ... 0.787 eV/A
LUMO level ... 0.3 eV
Structure (SMILES) ... COc1ccc(COc2cc(-c3cccc(OC)c3)nc3ccc(NC(=O)c4ccc(OC)cc4)cc23)cc1

Results of the natural (NBO) charge analysis, in e, for atoms 1 through 4:
1. C -0.252
2. O -0.490
3. C 0.293
4. C -0.262

---

2.
The following is a DFT calculation (ωB97M-V/def2-TZVPD) of C32H28N4O4SSbTl as an isolated structure.

Atoms and positions in Å:
Tl1 1.28108 -2.76538 -2.41317
C1 -4.26128 2.10552 -5.84213
C2 -3.99516 0.74530 -5.79100
C3 -3.07723 0.25460 -4.87193
C4 -2.42796 1.10783 -3.98052
C5 -2.69609 2.47229 -4.04955
C6 -3.60566 2.96767 -4.97466
Sb1 -1.05034 0.21354 -2.59818
C7 -0.28603 1.99115 -1.69615
C8 1.07754 2.25413 -1.79218
C9 1.62580 3.38315 -1.19505
C10 0.81210 4.26141 -0.49642
C11 -0.55044 4.00795 -0.39102
C12 -1.09462 2.87884 -0.98510
C13 -2.51283 -0.19107 -1.08050
C14 -3.67429 -0.88526 -1.40704
C15 -4.57789 -1.26209 -0.42310
C16 -4.33001 -0.94815 0.90564
C17 -3.17988 -0.24756 1.24096
C18 -2.27575 0.12597 0.25431
H1 -4.97170 2.49370 -6.56069
H2 -4.49438 0.06684 -6.47140
H3 -2.86425 -0.81012 -4.86034
H4 -2.19092 3.16131 -3.38395
H5 -3.80225 4.03173 -5.01757
H6 1.73238 1.56111 -2.30681
H7 2.69131 3.56056 -1.26646
H8 1.23699 5.14108 -0.02900
H9 -1.18938 4.68928 0.15719
H10 -2.15650 2.68440 -0.88465
H11 -3.88673 -1.13902 -2.43990
H12 -5.47521 -1.80366 -0.69480
H13 -5.03188 -1.24214 1.67553
H14 -2.99176 0.01921 2.27495
H15 -1.38527 0.67739 0.53337
O1 3.18632 0.40968 -0.21465
C19 2.08875 -0.13962 -0.09307
O2 1.51002 -0.89107 -0.93828
C20 1.32433 0.06869 1.19902
C21 1.43356 1.26260 1.89937
C22 0.72800 1.45540 3.08135
C23 -0.05314 0.43550 3.59991
C24 -0.13220 -0.75368 2.89129
C25 0.51754 -0.94904 1.68871
N1 -0.94601 -1.84059 3.45197
O3 -1.25438 -2.77541 2.72777
O4 -1.27574 -1.75997 4.61416
H16 2.06842 2.04011 1.49490
H17 0.79245 2.39952 3.60557
H18 -0.59400 0.54612 4.52815
H19 0.43267 -1.87853 1.14422
C26 5.78701 -0.86875 0.71287
C27 4.70239 -1.62164 1.39962
C28 4.36506 -1.50525 2.71633
C29 3.29434 -2.28445 3.19388
N2 2.62719 -3.13592 2.43660
C30 2.95323 -3.25931 1.13605
S1 2.14654 -4.31020 0.09551
N3 3.98466 -2.49255 0.65543
C31 2.83782 -2.14021 4.61073
H20 6.36785 -0.29886 1.43353
H21 5.32412 -0.18246 0.00162
H22 6.45167 -1.55230 0.18239
H23 4.89763 -0.82253 3.36092
H24 4.17408 -2.57122 -0.33434
H25 3.68359 -2.06083 5.29344
H26 2.20779 -2.98127 4.88809
H27 2.25357 -1.22019 4.69986
N4 -1.46181 -3.30172 -0.05369
C32 -1.33274 -3.46090 -1.19263
H28 -1.51212 -3.12065 0.94473

## Properties
Energy relative to the best compared isomer or geometry (same formula, charge and spin) ... 0.000 eV
Orbital gap ... 0.2749 Ha
Calculated total energy ... -2567.0460 hartree
Max |F| ... 0.084 eV/A
LUMO level ... -0.6 eV

Results of the Mulliken charge analysis, in e, for atoms 1 through 4:
1. Tl 0.660
2. C -0.426
3. C -0.652
4. C -0.640

---

3.
The following is a DFT calculation (ωB97M-V/def2-TZVPD) of C32H28N8OSnTe as an isolated structure.

Atoms and positions in Å:
Sn1 0.12227 -0.07610 -0.10880
O1 -0.31193 1.73259 3.91506
C1 -0.42257 1.24178 2.78637
N1 0.34958 0.33054 2.18344
C2 1.53682 -0.06955 2.94139
C3 2.82530 0.29089 2.24374
C4 3.83729 0.98336 2.90193
C5 4.99682 1.29458 2.21240
C6 5.11367 0.91802 0.88236
C7 4.05311 0.24112 0.30211
N2 2.94277 -0.06956 0.96644
C8 -1.54611 1.76253 1.91086
C9 -2.44122 2.68796 2.42416
C10 -3.38937 3.23936 1.58013
C11 -3.41510 2.85296 0.24653
C12 -2.49921 1.91510 -0.18855
N3 -1.58983 1.38190 0.63260
H1 1.51823 0.41161 3.91768
H2 1.52181 -1.15317 3.09823
H3 3.70426 1.28639 3.93343
H4 5.79816 1.83404 2.70213
H5 6.00168 1.14352 0.30772
H6 4.08154 -0.06413 -0.73931
H7 -2.35029 2.95866 3.46572
H8 -4.09600 3.96970 1.95323
H9 -4.13050 3.27118 -0.44854
H10 -2.46642 1.56838 -1.21572
C13 1.78629 4.31386 0.40062
C14 1.87874 4.88886 -0.86491
C15 1.53998 4.13722 -1.96201
C16 1.09562 2.80937 -1.80954
N4 0.98570 2.27004 -0.57807
C17 1.33808 3.01617 0.48290
N5 0.88021 2.11959 -2.97949
C18 0.14936 1.08064 -3.19304
N6 -0.75599 0.43418 -2.38601
C19 -1.23992 -0.64947 -3.08394
N7 -2.08037 -1.56572 -2.74409
C20 -2.65124 -1.78594 -1.50880
C21 -3.84479 -2.53230 -1.49766
C22 -4.43016 -2.87645 -0.30241
C23 -3.82345 -2.48871 0.89092
C24 -2.66064 -1.76002 0.80702
N8 -2.08804 -1.40599 -0.35262
C25 -0.64716 -0.67315 -4.44776
C26 -0.80609 -1.53935 -5.50921
C27 -0.06023 -1.28922 -6.65726
C28 0.81669 -0.20771 -6.72281
C29 0.97009 0.65692 -5.64282
C30 0.21761 0.40168 -4.51497
H11 2.05267 4.85300 1.29920
H12 2.23175 5.90632 -0.98351
H13 1.61639 4.52417 -2.96819
H14 1.25727 2.53671 1.45080
H15 -4.26138 -2.82919 -2.44990
H16 -5.34259 -3.45894 -0.28958
H17 -4.24298 -2.75014 1.85258
H18 -2.13828 -1.43545 1.70338
H19 -1.48279 -2.38197 -5.44119
H20 -0.15811 -1.94430 -7.51394
H21 1.38890 -0.04106 -7.62720
H22 1.65328 1.49673 -5.67419
C31 -0.07397 -4.61703 -1.21178
Te1 1.31043 -3.34765 -0.18563
C32 2.51628 -5.03030 0.40408
H23 0.48436 -5.27721 -1.87240
H24 -0.73938 -3.98919 -1.80474
H25 -0.65127 -5.19843 -0.49581
H26 1.92431 -5.71572 1.00805
H27 3.35365 -4.65601 0.99225
H28 2.89152 -5.53881 -0.48219

## Properties
Orbital gap ... 0.2538 Ha
Calculated total energy ... -2231.9021 hartree
Max |F| ... 0.510 eV/A
LUMO level ... -0.3 eV

Results of the Mulliken charge analysis, in e, for atoms 1 through 4:
1. Sn 0.761
2. O -0.803
3. C -0.025
4. N 0.326